20
Properties=species:S:1:pos:R:3:forces:R:3 method="wB97M-V/def2-TZVPD" spin_multiplicity=1 mol_weight_da=111.14 smiles="C/C=C/N.O.O.O" total_charge=0 e_above_lowest_kcal_mol=28.2 e_tot_ha=-402.53551 lumo_ev=0.605 e_homo_ev=-8.30
O -1.857 1.210 -0.720 0.171 0.048 0.264
O -0.182 3.206 4.394 0.032 -0.157 0.209
O -1.760 3.124 2.113 0.222 -0.385 -0.238
N -0.712 -2.295 -1.459 0.476 0.263 -0.482
C 3.057 -2.401 -2.257 -1.489 0.336 -0.601
C 0.697 -2.274 -1.412 -0.550 0.025 1.119
C 1.542 -2.303 -2.419 0.769 0.274 -0.362
H -1.009 -2.715 -2.331 -0.441 0.032 0.266
H -1.089 -2.757 -0.646 -0.220 -0.116 -0.208
H 1.033 -2.193 -0.379 0.361 -0.168 -0.118
H 3.298 -3.461 -2.313 0.501 0.061 0.286
H -1.814 1.662 0.132 -0.288 -0.349 -0.404
H 1.175 -2.220 -3.437 -0.162 -0.344 -0.052
H -1.406 2.669 1.335 0.048 0.513 0.481
H -0.909 2.601 4.581 0.039 0.028 0.190
H 0.025 3.635 5.233 -0.051 -0.015 -0.186
H -1.380 0.383 -0.580 -0.059 -0.047 -0.174
H 3.491 -1.902 -3.124 0.379 0.020 0.252
H -1.004 3.183 2.720 -0.112 0.280 -0.220
H 3.344 -1.909 -1.329 0.374 -0.299 -0.020